(1)
The following is a quantum chemistry calculation of the ion C3H7N4O with charge +1 in a non-equilibrium geometry, from the Open Molecules 2025 dataset.

XYZ file:
```
15
Properties=species:S:1:pos:R:3:mulliken_charge:R:1
O -2.112 0.760 0.521 -0.449
C -2.141 -0.429 0.236 0.234
N -1.144 -1.143 -0.135 0.024
N 0.134 -0.654 -0.483 -0.190
C 1.484 -1.040 0.278 -0.016
N 2.073 -0.008 0.583 -0.304
C 1.485 1.212 0.188 -0.331
N 0.255 0.776 -0.522 -0.364
H -1.134 1.196 -0.019 0.563
H -3.131 -1.133 0.346 0.284
H -1.276 -2.105 -0.309 0.237
H 1.837 -2.075 0.216 0.388
H 1.177 1.895 1.159 0.293
H 2.179 1.749 -0.526 0.314
H 0.314 0.999 -1.533 0.318
```

As for the total charge: +1. As for the SMILES: O/C=[NH+]\N1C=NCN1. The energy above the lowest of the compared OMol25 structures with the same formula, charge and spin is 406.6 kJ/mol.


(2)
The following is a quantum chemistry calculation of the molecule C3H5NO2, from the Open Molecules 2025 dataset.

XYZ file:
```
11
Properties=species:S:1:pos:R:3:mulliken_charge:R:1
N -0.067 -2.335 0.651 -0.667
C -0.063 -1.104 0.405 0.631
O 0.916 -0.271 0.843 -0.335
C 0.881 0.829 -0.060 -0.329
C -0.613 0.984 -0.278 -0.272
O -0.967 -0.405 -0.348 -0.367
H -0.878 -2.780 0.228 0.266
H 1.314 0.523 -1.019 0.250
H 1.514 1.644 0.276 0.316
H -1.197 1.443 0.530 0.243
H -0.841 1.470 -1.226 0.266
```

As for the total charge: 0. As for the SMILES: N=C1OCCO1. The energy above the lowest of the compared OMol25 structures with the same formula, charge and spin is 120.6 kJ/mol.


(3)
The following is a quantum chemistry calculation of the molecule C5H10N2O in a non-equilibrium geometry, from the Open Molecules 2025 dataset.

XYZ file:
```
18
Properties=species:S:1:pos:R:3:mulliken_charge:R:1
C 1.390 1.161 1.698 -0.787
N 0.028 1.401 1.420 -0.410
C -0.551 0.073 1.088 -0.509
C 0.044 -0.866 0.080 0.516
O 0.320 -2.102 0.456 -0.647
C 0.275 -0.394 -1.386 0.067
C -1.319 -0.382 -1.690 -0.568
N -0.400 0.839 -1.753 -0.450
H 1.729 0.159 2.447 0.235
H 1.864 0.752 0.786 0.268
H 1.875 2.125 1.820 0.360
H 0.110 1.841 0.461 0.313
H -1.684 0.201 0.914 0.299
H -0.068 -0.777 1.955 0.254
H 0.985 -0.857 -2.234 0.351
H -2.056 -0.104 -0.908 0.213
H -1.731 -0.871 -2.691 0.255
H -0.013 1.115 -2.602 0.239
```

As for the total charge: 0. As for the SMILES: CNCC(=O)[C@H]1CN1. The energy above the lowest of the compared OMol25 structures with the same formula, charge and spin is 591.9 kJ/mol.


(4)
The following is a quantum chemistry calculation of a cluster of 3 separate species, C28H37N4O3PS2 in total in a non-equilibrium geometry, from the Open Molecules 2025 dataset.

XYZ file:
```
75
Properties=species:S:1:pos:R:3:mulliken_charge:R:1
C -0.786 0.293 -1.378 -0.311
C -0.798 1.084 -2.712 -0.475
O -0.800 2.510 -2.548 -0.317
P 0.698 3.168 -2.405 0.783
O 1.039 3.727 -3.718 -0.810
C 1.928 1.937 -1.884 -0.057
C 3.387 2.393 -2.023 -0.767
C 4.391 1.239 -1.798 -1.499
C 4.259 0.551 -0.453 0.384
C 5.197 0.677 0.553 -0.907
C 5.071 0.032 1.763 -0.685
C 3.992 -0.771 2.047 0.574
C 3.044 -0.899 1.047 0.725
C 3.186 -0.281 -0.164 -0.554
S 1.611 -1.912 1.392 -0.086
C 2.372 -3.175 2.407 0.868
C 1.945 -4.472 2.368 -0.732
C 2.554 -5.429 3.164 -0.573
C 3.584 -5.030 3.976 -0.567
C 3.997 -3.715 4.005 1.455
N 5.080 -3.347 4.921 -0.630
C 4.787 -3.587 6.086 0.468
S 4.358 -3.860 7.560 -0.354
C 3.408 -2.745 3.227 -1.339
N 3.840 -1.403 3.303 -0.304
O 0.540 4.401 -1.364 -0.463
C 1.100 4.220 -0.053 0.037
C 0.300 3.265 0.868 -0.950
H -0.444 0.922 -0.551 -0.121
H -1.755 -0.151 -1.147 0.280
H -0.073 -0.543 -1.430 0.205
H -0.036 0.723 -3.411 0.423
H -1.760 0.846 -3.184 0.156
H 1.735 1.698 -0.828 -0.193
H 1.834 0.985 -2.413 0.626
H 3.678 3.217 -1.361 0.315
H 3.532 2.761 -3.048 0.395
H 4.269 0.482 -2.588 0.374
H 5.422 1.599 -1.911 0.500
H 6.060 1.308 0.344 0.344
H 5.857 0.212 2.496 0.311
H 2.402 -0.430 -0.902 0.480
H 1.140 -4.738 1.687 0.419
H 2.192 -6.448 3.082 0.383
H 4.076 -5.762 4.611 0.430
H 4.719 -1.386 3.812 0.369
H 2.156 3.931 -0.057 -0.001
H 1.068 5.208 0.418 0.461
H -0.657 2.945 0.446 0.226
H 0.917 2.403 1.153 0.184
H 0.074 3.772 1.814 0.419
C -4.353 0.868 0.626 -0.428
C -4.769 -0.085 1.740 -0.482
C -3.637 -0.363 2.734 -0.467
C -2.489 -0.987 2.056 0.222
N -1.587 -1.485 1.532 -0.384
H -3.547 0.451 0.023 -0.270
H -5.194 1.061 -0.042 0.296
H -4.016 1.823 1.035 0.381
H -5.111 -1.025 1.300 0.270
H -5.617 0.343 2.277 0.341
H -3.981 -1.034 3.521 0.316
H -3.306 0.566 3.203 0.282
C -6.541 -0.001 -4.983 -1.320
C -5.500 0.313 -3.915 -0.312
C -5.382 -0.788 -2.855 0.325
C -6.673 -0.960 -2.161 0.137
N -7.687 -1.094 -1.624 -0.472
H -7.542 -0.081 -4.555 0.341
H -6.570 0.793 -5.730 0.378
H -6.310 -0.938 -5.494 0.325
H -5.755 1.259 -3.434 0.303
H -4.527 0.448 -4.393 0.282
H -4.617 -0.524 -2.124 -0.354
H -5.097 -1.735 -3.317 0.386
```

As for the total charge: 0. As for the SMILES: CCOP(=O)(CCCc1ccc2c(c1)Sc1cccc(N=C=S)c1N2)OCC.CCCC#N.CCCC#N.


Let's list LUMO in order: -3.122; 0.818; 0.677; 0.170 eV.
Let's list molar mass in order: 115.116; 87.078; 114.148; 572.737 g mol⁻¹.
Let's list HOMO-LUMO gap in order: 0.39431; 0.39689; 0.35990; 0.29670 Eh.